The following is a DFT calculation (ωB97M-V/def2-TZVPD) of a molecular structure, C36H62HgN3O5S7Si.

Each line ends with the Mulliken charge.
Positions of all 115 atoms, in Å:
Hg (0.4515, 0.5300, -0.5547)  -0.4965
S (2.1431, 1.1235, 2.4840)  0.2435
S (5.0349, 6.1253, -2.4061)  -0.4283
S (5.1895, 3.4009, -1.1678)  -0.1579
S (-1.6117, -2.9733, -0.7558)  0.8155
S (4.0217, 0.6378, -0.8948)  -0.2647
S (-0.6939, -0.8577, 2.5316)  0.1650
S (2.2864, -2.0628, 1.2702)  0.1802
Si (-2.3471, -4.8575, -1.0653)  -0.8594
O (-3.7544, -5.2302, -0.2544)  -0.1893
O (-2.4454, -0.2052, -2.3211)  -0.3587
O (0.4338, -2.2896, -3.2686)  -0.6838
O (-1.3329, -6.0923, -0.6064)  -0.0109
O (-2.7243, -5.2152, -2.6376)  0.2002
N (-3.0214, 2.6916, 0.1952)  0.2306
N (3.5227, 3.8965, -2.9349)  0.6749
N (3.2517, 2.5761, -2.6001)  -0.6603
C (-0.8088, 3.5234, -0.7072)  2.2566
C (-0.1175, -2.5696, 2.6067)  0.6152
C (2.6050, 4.4676, -3.8616)  -0.1411
C (-2.4704, -0.3599, -3.7241)  -0.7432
C (1.2705, 4.0911, -3.7696)  0.0007
C (2.0959, 5.8606, -5.7410)  -0.5637
C (-2.9930, -4.7980, 2.0300)  -1.5709
C (1.6245, 4.8056, -0.1947)  -0.7911
C (-2.1671, 2.9055, -0.9786)  -1.5369
C (0.5096, 5.5577, -0.5337)  -0.8973
C (3.0263, 5.3465, -4.8495)  -0.5272
C (4.5141, 4.5327, -2.2883)  0.2161
C (0.8292, 1.1713, 3.7261)  -0.8145
C (3.2418, -0.1530, 3.1532)  -1.0648
C (-5.4011, -5.0380, 1.4150)  -1.9447
C (-3.8710, -4.9037, -3.4126)  2.1337
C (-0.6936, 4.9149, -0.7768)  -0.4702
C (0.8936, -5.4868, 0.0812)  -1.2574
C (-3.3747, -4.7362, -4.8456)  -1.8840
C (3.6325, -1.2263, 2.1371)  -0.7185
C (-4.8440, -6.0780, -3.3141)  -1.7353
C (0.3211, 2.7595, -0.3853)  -0.8578
C (0.3745, -5.9217, -2.3329)  -1.5971
C (1.3886, -2.8012, 2.6620)  -1.3072
C (0.2831, -7.7935, -0.6759)  -2.1113
C (-3.2512, 3.8918, 0.9656)  -0.9496
C (-4.5460, -3.6174, -2.9439)  -1.2061
C (-2.5635, 1.6037, 1.0354)  -0.4430
C (0.0686, -0.1256, 4.0041)  -1.0061
C (-3.9826, -5.5152, 1.1160)  2.0574
C (0.3535, 4.6101, -4.6675)  -0.6757
C (0.0474, -6.3009, -0.8918)  2.0971
C (0.7594, 5.4987, -5.6546)  -0.4425
C (-3.8760, -7.0278, 1.3087)  -1.6048
C (4.0510, 2.1508, -1.6685)  -0.0950
C (1.5204, 3.4217, -0.1173)  0.3684
H (1.9591, -5.6646, -0.0835)  0.4835
H (-4.6083, -7.5354, 0.6770)  0.3431
H (-5.6866, -5.2769, 2.4426)  0.4315
H (1.0428, -1.6381, -2.8994)  0.2292
H (-2.4303, 0.7019, 0.4366)  0.0634
H (-3.6273, 4.6855, 0.3151)  0.2857
H (-1.9760, -5.1436, 1.8361)  0.0599
H (-5.7334, -5.8986, -3.9249)  0.4241
H (-2.8794, -7.3595, 1.0167)  0.1180
H (0.5826, 6.6352, -0.6268)  0.3568
H (-2.6684, -3.9063, -4.8949)  0.3519
H (-4.2057, -4.5388, -5.5274)  0.4269
H (-4.3570, -6.9923, -3.6597)  0.3456
H (-3.8275, -2.7997, -2.9337)  -0.0681
H (-1.6071, 1.8222, 1.5396)  0.0310
H (0.0089, -8.0688, 0.3448)  0.3606
H (0.0380, 5.9036, -6.3540)  0.3709
H (-3.2385, -5.0035, 3.0759)  0.6034
H (-0.2888, -6.4520, -3.0181)  0.3019
H (-0.7090, 0.0921, 4.7412)  0.5159
H (1.5581, -3.8808, 2.6697)  0.5066
H (0.7266, -0.8658, 4.4594)  0.4067
H (-2.3774, 0.6352, -4.1650)  0.3086
H (1.8121, -2.4116, 3.5885)  0.6278
H (-1.6370, -0.9731, -4.0775)  0.2558
H (-4.9389, -3.7331, -1.9334)  0.0640
H (4.2701, -1.9634, 2.6346)  0.4507
H (4.1586, 0.3226, 3.5093)  0.5378
H (2.7614, -0.6004, 4.0239)  0.4413
H (1.3330, -8.0478, -0.8394)  0.3821
H (-5.3687, -3.3598, -3.6163)  0.5897
H (-0.1461, -2.5113, -2.5160)  0.0939
H (-2.3174, -1.0825, -1.9077)  -0.1038
H (-2.3471, 4.2726, 1.4695)  0.2672
H (-2.8602, -5.6440, -5.1666)  0.3462
H (-4.0054, 3.6895, 1.7310)  0.3514
H (2.4263, 6.5474, -6.5110)  0.3397
H (-0.3336, -8.3708, -1.3670)  0.4592
H (-0.6857, 4.3173, -4.5856)  0.3920
H (1.2180, 1.5620, 4.6714)  0.4818
H (0.1416, 1.9231, 3.3305)  0.2395
H (-3.4150, -0.7966, -4.0729)  0.3072
H (-0.5325, -2.9926, 1.6874)  -1.1927
H (1.4103, -6.1823, -2.5637)  0.5007
H (0.6929, -4.4251, -0.0601)  -0.0833
H (-3.3134, 1.3962, 1.8036)  0.3588
H (4.0663, 5.6274, -4.9102)  0.3712
H (0.2508, -4.8502, -2.4945)  0.1917
H (-4.0585, -7.3022, 2.3515)  0.4205
H (-2.7213, 3.5629, -1.6587)  0.5079
H (2.4015, 2.8425, 0.1318)  0.4354
H (0.6437, -5.7643, 1.1095)  0.3211
H (0.9689, 3.3969, -2.9969)  0.6667
H (-2.0533, 1.9381, -1.4684)  -0.0800
H (4.2197, -0.7714, 1.3381)  0.1250
H (2.5794, 5.2890, -0.0179)  0.4265
H (-0.5913, -3.0843, 3.4475)  0.5298
H (-1.5670, 5.5009, -1.0507)  0.3532
H (-6.1041, -5.5191, 0.7319)  0.3416
H (-3.0207, -3.7220, 1.8576)  0.3399
H (-5.1437, -6.2148, -2.2749)  0.1253
H (-5.4642, -3.9583, 1.2730)  0.3716

Calculated values
DFT total energy: -5179.90237 Ha
relative energy (zero: lowest compared OMol25 entry of this formula, charge and spin): 0.00 kcal/mol
2S+1: 2
total charge: -2
E_LUMO (alpha / beta): 0.137 / 0.136 Ha
HOMO-LUMO gap (alpha / beta): 5.1829 / 6.3437 eV
expectation value of S²: 0.7597
molar mass: 1070.05 g mol⁻¹

The following is a DFT calculation (ωB97M-V/def2-TZVPD) of 3 unconnected molecules or ions with the total composition C36H64BrN2O4 at a distorted geometry.

Each line ends with the Mulliken charge.
Positions of all 107 atoms, in Å:
Br (-3.2700, 0.2412, 1.3719)  -0.0090
O (-0.5312, 6.8850, 0.5244)  -0.3877
O (5.4037, -2.5863, 0.1033)  -0.2759
O (6.7022, -4.0123, 1.4687)  -0.5344
O (-4.2851, -3.5070, -1.0067)  -0.5695
N (-6.2751, -2.5382, -1.8650)  -0.2760
N (-2.1217, 1.2731, -1.8787)  -0.0639
C (-0.6850, -0.8857, 1.1740)  -0.9400
C (9.4510, -5.8105, -4.2276)  -0.3976
C (-6.6646, -1.9029, 0.7250)  0.0163
C (-1.7053, -0.0371, -1.2584)  -0.2376
C (-1.8511, 3.8139, -1.2277)  -0.4104
C (-9.5325, -3.1816, 0.4121)  -0.4297
C (10.6114, -5.0888, -3.5584)  -1.1159
C (-4.0522, -1.1423, -1.8953)  -0.4469
C (-0.6556, 4.4876, -0.3621)  -0.2459
C (10.6404, -8.6564, -4.7718)  -0.3998
C (-1.5686, 0.1476, 0.3173)  0.3562
C (0.8904, -0.4879, 1.2593)  -0.4930
C (-6.4412, 7.4611, 3.8545)  -0.8650
C (-1.8312, 7.4822, 0.7445)  -0.4401
C (-4.2550, 9.7087, 3.8201)  -1.2189
C (-9.0906, -2.5752, 1.7834)  -0.4147
C (-7.6606, -1.9455, 1.9316)  -0.4760
C (6.4194, -3.5686, 0.3226)  0.4382
C (3.1371, -1.7391, 0.5410)  -0.4861
C (7.2871, -4.1628, -0.9142)  -0.6264
C (-0.4918, 6.0736, -0.6666)  -0.6868
C (-3.9978, 8.2478, 4.1613)  -0.3902
C (-7.1206, -2.5084, -0.6508)  0.6291
C (1.8523, -1.7516, 1.5357)  -0.5168
C (9.5763, -9.2955, -5.6532)  -1.1700
C (-0.9818, 1.6571, 0.2873)  -0.7961
C (-4.8262, -2.5033, -1.5364)  -0.0212
C (9.0300, -7.0861, -3.4956)  -0.3346
C (-4.9674, 7.2867, 3.4716)  -0.4658
C (-8.5507, -3.1157, -0.7779)  -0.4018
C (-1.7160, 2.2314, -1.0502)  0.2861
C (-6.4208, 5.9546, 5.9105)  -1.1553
C (-6.7468, 7.3310, 5.3476)  -0.3976
C (10.1009, -8.1802, -3.4220)  -0.8300
C (-2.4365, -1.3230, -1.8723)  -0.8396
C (4.2418, -2.8498, 0.9605)  -0.5319
H (-1.7599, 8.6173, 0.9495)  0.2857
H (-1.2432, 6.3704, -1.4744)  0.3793
H (1.0641, 0.2496, 2.1334)  0.2830
H (-10.5706, -3.6344, 0.3259)  0.3218
H (8.7302, -6.8282, -2.4731)  0.1327
H (-5.2425, 10.0346, 4.1552)  0.3119
H (2.2330, -1.7231, 2.6121)  0.3220
H (-9.8149, -2.5920, 2.6670)  0.3109
H (10.8458, -4.1687, -4.1009)  0.3798
H (9.6811, -9.0386, -2.8849)  0.3841
H (-4.3820, -0.8437, -2.9546)  0.3855
H (8.1331, -7.4887, -3.9792)  0.3371
H (-7.0310, 6.7176, 3.3055)  0.3776
H (8.7843, -8.5876, -5.9098)  0.2797
H (-6.6888, 5.9074, 6.9697)  0.3735
H (10.0221, -9.6463, -6.5883)  0.3754
H (0.1160, 1.8228, 0.0120)  0.2843
H (7.0530, -5.2882, -0.9295)  0.2437
H (-6.4330, -3.4765, -2.2748)  0.4118
H (6.9424, -3.6466, -1.8886)  0.2554
H (11.5153, -5.7024, -3.5437)  0.3066
H (11.1141, -7.8289, -5.3090)  0.2317
H (-1.2953, 2.1404, 1.2721)  0.4250
H (-4.6558, 6.2582, 3.6873)  0.3292
H (8.3944, -3.9719, -0.6947)  0.2677
H (10.9400, -7.8279, -2.8131)  0.3399
H (-0.6245, -0.1462, -1.6396)  0.2963
H (0.5539, 6.2367, -1.1322)  0.3038
H (-4.0284, 8.1124, 5.2471)  0.3014
H (-2.6203, 1.3797, -2.7758)  0.3346
H (11.4295, -9.3935, -4.5888)  0.3590
H (0.3306, 3.9653, -0.6580)  0.2958
H (-5.6289, -1.4423, 0.8344)  0.0153
H (-2.9783, 7.9924, 3.8505)  0.3551
H (-4.8768, 7.4068, 2.3853)  0.3210
H (-6.2114, 8.0970, 5.9166)  0.2401
H (1.2879, -2.7422, 1.3369)  0.2699
H (-2.5702, 7.3621, -0.1180)  0.2638
H (-7.3942, -1.5303, 2.9604)  0.2841
H (4.5474, -2.7745, 2.0605)  0.3173
H (-2.3386, 7.0389, 1.6864)  0.0423
H (-6.7942, 8.4378, 3.5077)  0.3454
H (-4.4174, -0.3031, -1.2014)  0.3514
H (-1.0666, -0.8064, 2.2621)  0.4621
H (-1.5831, 4.0360, -2.3327)  0.3673
H (-5.3553, 5.7256, 5.8287)  0.2700
H (9.7057, -6.0305, -5.2693)  0.3010
H (10.3604, -4.8184, -2.5288)  0.1945
H (-6.9830, 5.1764, 5.3867)  0.2845
H (1.2689, 0.0294, 0.3133)  0.2628
H (-7.8135, 7.5260, 5.5010)  0.3603
H (9.1224, -10.1560, -5.1539)  0.2907
H (-4.1836, 9.8756, 2.7415)  0.2646
H (2.8434, -1.9304, -0.5482)  0.2368
H (8.5915, -5.1313, -4.2603)  0.3445
H (-2.8863, 4.2247, -0.9635)  0.2909
H (-2.1305, -1.3685, -2.9888)  0.4046
H (3.6636, -0.7164, 0.6161)  0.2852
H (-8.8681, -3.5229, -1.7936)  0.2657
H (3.8180, -3.9007, 0.7713)  0.2907
H (-0.8151, -1.9806, 0.8793)  0.3530
H (-2.1027, -2.3177, -1.4218)  0.4194
H (-3.5138, 10.3465, 4.3091)  0.3860
H (-0.8014, 4.3772, 0.7712)  0.2057

Calculated values
DFT total energy: -4394.05126 Ha
total charge: +1
E_LUMO: -0.153 Ha
HOMO-LUMO gap: 5.9687 eV
molar mass: 668.82 g mol⁻¹

Which formula does entry 1 have? C36H62HgN3O5S7Si

Which formula does entry 1 have? C36H62HgN3O5S7Si